Entry 1
The following is a DFT calculation (ωB97M-V with the def2-TZVPD basis set) of 3 unconnected molecules or ions with the total composition C2H10O2S.

Last column: Mulliken charge in e.
CARTESIAN COORDINATES (ANGSTROEM)
C  -1.87943  1.03340  1.25186  -0.84
S  -1.03146  0.93768  -0.37120  -0.08
C  -0.19827  2.56500  -0.52486  -0.83
H  -2.62827  0.20510  1.33752  0.30
H  -2.33218  2.00416  1.44489  0.32
H  -1.09835  0.75160  1.94738  0.28
H  0.56491  2.67875  -1.28326  0.34
H  -0.87617  3.27045  -1.01250  0.28
H  0.05250  2.78091  0.49227  0.25
H  3.02350  -3.77683  -0.07229  0.34
H  2.82921  -2.30895  0.14521  0.32
O  3.07876  -2.93208  -0.54554  -0.67
H  0.78111  -2.80672  -1.17329  0.35
H  -0.13016  -1.76495  -0.61154  0.27
O  -0.15570  -2.63752  -1.02465  -0.63

For the HOMO energy, the calculation gives -8.68 eV. The SMILES is CSC.O.O. As for the lowest unoccupied orbital energy: 0.61 eV. Its HOMO-LUMO gap is 9.29 eV.



Entry 2
The following is a DFT calculation (ωB97M-V with the def2-TZVPD basis set) of 3 unconnected molecules or ions with the total composition C2H10O2S.

Last column: Mulliken charge in e.
CARTESIAN COORDINATES (ANGSTROEM)
C  0.62616  1.71183  -0.66469  -0.84
C  1.36478  0.50132  -1.17152  -0.36
S  0.18182  -0.85524  -1.49132  -0.24
H  -0.27758  1.46299  -0.10553  0.08
H  0.36669  2.40350  -1.45925  0.33
H  1.24745  2.29009  0.01571  0.29
H  1.88318  0.68910  -2.11558  0.34
H  2.12456  0.14841  -0.49100  0.31
H  1.05266  -1.76718  -1.90303  0.10
H  -0.46092  -0.43990  2.06850  0.36
H  0.54548  0.05131  3.09524  0.31
O  0.16339  -0.75919  2.74260  -0.63
H  -2.77580  0.87516  0.82304  0.29
H  -2.66220  -0.15858  1.93546  0.28
O  -2.14210  0.29280  1.25401  -0.62

For the HOMO energy, the calculation gives -8.76 eV. The SMILES is CCS.O.O. As for the lowest unoccupied orbital energy: 0.55 eV. Its HOMO-LUMO gap is 9.31 eV.



Bottom line: entry 2, by a margin of 42.8 kJ/mol.



Entry 1
The following is a DFT calculation (ωB97M-V with the def2-TZVPD basis set) of a single C4H5NS2 molecule.

Last column: Mulliken charge in e.
CARTESIAN COORDINATES (ANGSTROEM)
C  1.18924  -0.50250  -0.17945  0.02
C  -1.14961  0.07380  -0.38029  -0.31
C  -0.61318  1.23020  0.56640  -0.69
C  0.15394  0.59762  -0.42680  0.15
H  0.90750  -2.29248  0.89139  0.25
H  -1.92859  0.44571  -0.93037  0.37
H  -0.75414  2.23809  0.26606  0.33
H  -0.42658  0.85866  1.64953  0.21
H  0.40049  1.05698  -1.51068  0.29
N  0.52553  -1.57848  0.29329  -0.23
S  2.85632  -0.53625  -0.10903  -0.33
S  -1.16093  -1.59134  -0.13005  -0.07

For the HOMO energy, the calculation gives -8.10 eV. The SMILES is S=C1NS[C@H]2C[C@@H]12. As for the lowest unoccupied orbital energy: 0.28 eV. Its HOMO-LUMO gap is 8.39 eV.



Entry 2
The following is a DFT calculation (ωB97M-V with the def2-TZVPD basis set) of a single C4H5NS2 molecule.

Last column: Mulliken charge in e.
CARTESIAN COORDINATES (ANGSTROEM)
C  1.35477  -1.11395  0.14431  -1.00
C  -0.93579  0.53665  -0.01972  0.38
C  0.16861  1.40341  -0.02018  0.00
C  1.33651  1.85206  -0.02278  -0.21
H  1.68152  -0.69556  1.02958  0.43
H  1.35779  -2.26256  0.24744  0.30
H  1.87640  -0.95834  -0.86354  0.31
H  -2.89957  -1.07214  -0.18480  0.06
H  2.26023  2.33996  -0.12458  0.39
N  -2.18090  1.00099  -0.08606  -0.52
S  -0.42649  -1.07011  -0.14453  -0.09
S  -3.59308  0.03958  0.04485  -0.05

For the HOMO energy, the calculation gives -8.36 eV. The SMILES is C#C/C(=N/S)SC. As for the lowest unoccupied orbital energy: 0.16 eV. Its HOMO-LUMO gap is 8.52 eV.



Bottom line: entry 1, by a margin of 88.3 kJ/mol.



Entry 1
The following is a DFT calculation (ωB97M-V with the def2-TZVPD basis set) of a single C4H5NS2 molecule.

Last column: Mulliken charge in e.
CARTESIAN COORDINATES (ANGSTROEM)
C  -1.63211  -1.78820  0.21516  -0.34
C  -0.27008  -2.11056  0.08028  -0.08
C  -2.14534  -0.53992  0.06841  0.39
C  0.53183  1.56418  0.32015  -0.85
N  0.16920  0.39029  -0.32521  -0.39
S  -3.16981  0.58484  -0.11861  -0.31
S  0.95501  -1.00863  -0.10828  0.06
H  -2.21116  -2.57868  0.73084  0.26
H  0.00171  -3.10786  0.43563  0.31
H  -0.06694  2.34109  -0.07329  0.32
H  0.39337  1.54917  1.44246  0.25
H  1.48335  1.87215  0.14089  0.39

For the HOMO energy (spin up / spin down), the calculation gives -7.47 / -7.46 eV. As for the lowest unoccupied orbital energy (spin up / spin down): -0.63 / -0.63 eV. Its HOMO-LUMO gap (spin up / spin down) is 6.84 / 6.83 eV.



Entry 2
The following is a DFT calculation (ωB97M-V with the def2-TZVPD basis set) of a single C4H5NS2 molecule.

Last column: Mulliken charge in e.
CARTESIAN COORDINATES (ANGSTROEM)
C  1.82306  -1.17618  0.02543  -0.40
C  0.39148  -0.65510  0.01671  0.63
C  -1.52499  0.86084  -0.06871  -0.67
C  -0.00881  0.78461  0.08205  -0.50
H  1.80825  -2.24572  -0.07431  0.37
H  -1.77936  1.23451  -1.04581  0.36
H  -1.91703  1.42554  0.68868  0.38
H  0.41165  1.42699  -0.67468  0.33
H  0.35475  1.09648  1.06529  0.29
N  -0.58750  -1.51552  -0.04581  -0.52
S  3.14738  -0.28774  -0.00563  -0.25
S  -2.11889  -0.94870  0.03679  -0.02

For the HOMO energy, the calculation gives -8.62 eV. The SMILES is S=CC1=NSCC1. As for the lowest unoccupied orbital energy: -0.94 eV. Its HOMO-LUMO gap is 7.67 eV.



Bottom line: entry 2, by a margin of 244.9 kJ/mol.



Entry 1
The following is a DFT calculation (ωB97M-V with the def2-TZVPD basis set) of 7 unconnected molecules or ions with the total composition C28H42O21.

Last column: Mulliken charge in e.
CARTESIAN COORDINATES (ANGSTROEM)
C  0.92436  0.65014  0.92818  -1.05
C  0.00048  -0.30437  1.63055  0.22
C  -0.88325  -1.17150  0.73116  0.09
O  -0.76240  -2.48348  1.23839  -0.19
C  0.40636  -2.57920  1.86849  0.30
O  0.98497  -3.60732  2.07931  -0.48
O  0.91506  -1.35343  2.08384  -0.37
H  0.29503  1.48201  0.57276  0.01
H  1.45571  0.25046  0.07177  0.35
H  1.47617  1.26340  1.64256  0.51
H  -0.59210  0.06327  2.46594  0.36
H  -0.46379  -1.17584  -0.28686  0.29
H  -1.87572  -0.79434  0.49041  -0.13
C  2.12400  -6.67793  1.46285  -1.01
C  3.50572  -6.04610  1.40732  0.51
C  3.64975  -4.97495  2.54117  -0.35
O  4.82339  -5.40843  3.24054  -0.38
C  5.24078  -6.60237  2.81303  0.60
O  6.21153  -7.16480  3.21902  -0.55
O  4.43130  -7.04613  1.84345  -0.38
H  1.39420  -5.86816  1.41054  0.00
H  1.96676  -7.05004  2.47613  0.35
H  2.06529  -7.44292  0.69301  0.40
H  3.76594  -5.63677  0.43287  0.29
H  2.78191  -5.00244  3.19302  0.29
H  3.83188  -3.98069  2.14476  0.28
C  -1.74787  1.05335  -2.47046  -0.80
C  -1.62196  2.39912  -3.14869  0.32
C  -2.04522  3.63398  -2.38729  -0.10
O  -1.19558  4.60536  -2.94952  -0.36
C  -0.07993  4.05117  -3.45192  0.52
O  0.93320  4.60329  -3.72533  -0.50
O  -0.27208  2.69846  -3.52895  -0.20
H  -2.64424  0.91673  -1.86705  0.10
H  -0.92034  0.99614  -1.75704  -0.05
H  -1.67317  0.24700  -3.19587  0.54
H  -2.13623  2.37177  -4.11454  0.18
H  -1.91056  3.53325  -1.30338  -0.03
H  -3.09902  3.87760  -2.51864  0.34
C  1.03040  4.66607  0.42699  -0.79
C  0.97725  6.15118  0.67558  0.43
C  2.32191  6.76386  1.10596  -0.54
O  2.53231  7.86061  0.25225  -0.35
C  1.60246  7.88757  -0.70529  0.63
O  1.59698  8.67267  -1.59627  -0.53
O  0.80881  6.81381  -0.58768  -0.33
H  1.93554  4.43262  -0.14210  0.29
H  0.23398  4.20194  -0.15430  -0.24
H  1.15262  4.10176  1.35412  0.40
H  0.19538  6.45241  1.37284  0.37
H  3.17030  6.08117  1.16596  0.32
H  2.19312  7.08864  2.14241  0.32
C  3.87165  1.69421  -1.18292  -1.56
C  2.86884  2.17777  -2.25441  1.62
C  3.57070  2.65178  -3.47911  -0.54
O  3.01889  1.84394  -4.51778  -0.37
C  2.07034  1.02881  -4.03515  0.71
O  1.43958  0.27084  -4.70407  -0.59
O  2.02508  1.09642  -2.68995  -0.27
H  4.67317  2.39870  -0.96361  0.42
H  4.40047  0.83267  -1.59803  0.49
H  3.34173  1.40365  -0.27797  0.22
H  2.19118  2.94916  -1.88691  -0.69
H  4.65811  2.60191  -3.47090  0.34
H  3.20230  3.64125  -3.76738  0.26
C  -3.22908  -4.90078  2.24366  -1.51
C  -2.82190  -5.20019  0.82196  0.87
C  -1.77185  -6.35718  0.83369  -0.15
O  -2.30892  -7.34653  -0.02164  -0.37
C  -3.56428  -7.05303  -0.34272  0.60
O  -4.30296  -7.69924  -1.01752  -0.54
O  -3.88435  -5.81262  0.10153  -0.42
H  -3.97343  -4.10127  2.25692  0.33
H  -2.38185  -4.54786  2.83473  0.34
H  -3.64361  -5.77983  2.73737  0.44
H  -2.56342  -4.26101  0.33349  0.14
H  -1.65629  -6.84564  1.80380  0.21
H  -0.79191  -6.01114  0.50577  0.04
C  -4.83998  0.61158  -0.01869  -1.36
C  -4.08964  1.90704  0.24406  0.82
C  -4.67845  2.77817  1.40260  -0.46
O  -3.55841  3.01241  2.21262  -0.39
C  -2.48107  2.35098  1.80041  0.46
O  -1.41599  2.35553  2.33812  -0.53
O  -2.75504  1.59638  0.71438  0.11
H  -5.35046  0.61658  -0.98583  0.38
H  -5.55614  0.29485  0.73561  0.38
H  -4.14627  -0.21061  -0.21269  0.15
H  -4.05280  2.56318  -0.62372  -0.12
H  -5.48444  2.26372  1.92169  0.33
H  -5.04090  3.68586  0.92258  0.33

For the HOMO energy, the calculation gives -10.61 eV. The SMILES is C[C@H]1COC(=O)O1.C[C@H]1COC(=O)O1.C[C@H]1COC(=O)O1.C[C@H]1COC(=O)O1.C[C@H]1COC(=O)O1.C[C@H]1COC(=O)O1.C[C@H]1COC(=O)O1. As for the lowest unoccupied orbital energy: -0.36 eV. Its HOMO-LUMO gap is 10.25 eV.



Entry 2
The following is a DFT calculation (ωB97M-V with the def2-TZVPD basis set) of 7 unconnected molecules or ions with the total composition C28H42O21.

Last column: Mulliken charge in e.
CARTESIAN COORDINATES (ANGSTROEM)
C  -7.88759  19.87315  -13.21328  -1.32
C  -8.68288  18.57823  -13.43052  0.51
C  -9.30430  18.38011  -14.82959  -0.61
O  -9.00983  17.00831  -15.10646  -0.23
C  -8.04831  16.55589  -14.28376  0.53
O  -7.63825  15.43828  -14.30800  -0.44
O  -7.79563  17.45028  -13.31217  -0.40
H  -8.11249  20.60593  -13.98940  0.36
H  -6.81626  19.70696  -13.14389  0.34
H  -8.19394  20.32208  -12.26785  0.32
H  -9.46109  18.55712  -12.66778  0.28
H  -8.85375  19.04700  -15.56141  0.31
H  -10.38393  18.47037  -14.77217  0.31
C  -10.75574  12.90729  -11.29566  -1.44
C  -9.67468  12.24290  -12.12928  1.00
C  -8.35939  13.02740  -12.23601  0.11
O  -7.34603  12.08518  -11.86738  -0.39
C  -7.90657  11.03134  -11.24191  0.58
O  -7.31815  10.19491  -10.64406  -0.54
O  -9.24773  11.02195  -11.43451  -0.46
H  -11.75968  12.68366  -11.64447  0.31
H  -10.56413  13.98055  -11.24849  0.33
H  -10.67095  12.54716  -10.27022  0.42
H  -9.97898  11.85504  -13.09851  0.04
H  -8.26129  13.92870  -11.63301  0.22
H  -8.15520  13.28518  -13.27379  -0.15
C  -8.92149  12.93208  -22.49436  -1.45
C  -7.70322  13.71903  -22.05717  0.61
C  -7.03614  14.59019  -23.13253  -0.54
O  -6.64674  15.75696  -22.39603  -0.35
C  -7.32908  15.81650  -21.24882  0.59
O  -7.37329  16.72752  -20.48453  -0.57
O  -8.01229  14.66010  -21.03630  -0.20
H  -9.65150  12.93943  -21.68494  0.32
H  -8.67469  11.92285  -22.80652  0.39
H  -9.42706  13.42619  -23.33163  0.33
H  -6.97059  12.98049  -21.71408  0.20
H  -7.75506  14.87618  -23.90182  0.36
H  -6.14880  14.12349  -23.54593  0.30
C  -16.62508  12.89583  -15.68567  -1.34
C  -15.46197  13.34349  -14.82391  0.62
C  -14.21527  13.78819  -15.62393  -0.29
O  -13.86005  15.04364  -15.05202  -0.31
C  -14.89348  15.51341  -14.30980  0.59
O  -14.93906  16.60111  -13.83938  -0.55
O  -15.84747  14.57046  -14.18134  -0.37
H  -16.68746  11.81324  -15.81072  0.35
H  -16.57467  13.33262  -16.68349  0.35
H  -17.57333  13.18469  -15.23327  0.34
H  -15.16500  12.56146  -14.12551  0.29
H  -14.45058  13.91476  -16.68122  0.23
H  -13.38875  13.09362  -15.49521  0.08
C  -4.90975  14.35833  -16.93056  -1.63
C  -5.42287  14.72906  -18.30907  1.75
C  -4.65587  15.90387  -18.95021  -0.52
O  -4.26302  15.38463  -20.21143  -0.35
C  -4.45946  14.05866  -20.27813  0.66
O  -4.06563  13.34093  -21.14361  -0.57
O  -5.14209  13.63533  -19.19081  -0.39
H  -5.04691  15.18522  -16.24138  0.33
H  -3.85019  14.15203  -17.09596  0.49
H  -5.37024  13.41536  -16.64606  0.35
H  -6.49700  14.89818  -18.34038  -0.89
H  -3.77704  16.20746  -18.38117  0.33
H  -5.32597  16.75366  -19.06116  0.38
C  -9.28149  7.39502  -16.87120  -1.14
C  -10.48807  6.68081  -16.34078  0.43
C  -11.25979  7.33910  -15.18513  -0.21
O  -12.54981  7.58341  -15.72303  -0.34
C  -12.62617  7.22150  -17.01765  0.69
O  -13.58013  7.36790  -17.71164  -0.55
O  -11.46893  6.65300  -17.40553  -0.39
H  -8.89731  7.00252  -17.81039  0.35
H  -8.47901  7.55331  -16.15155  0.36
H  -9.60452  8.40995  -17.14137  0.17
H  -10.32061  5.61909  -16.14643  0.26
H  -10.79268  8.21884  -14.74073  0.13
H  -11.40287  6.67202  -14.33016  0.29
C  -9.19735  14.69382  -17.95743  -1.53
C  -9.19872  13.85845  -16.69046  1.19
C  -10.33263  14.02160  -15.66439  -0.09
O  -10.88772  12.72163  -15.53123  -0.26
C  -10.18850  11.82103  -16.25578  0.45
O  -10.38960  10.64966  -16.23645  -0.70
O  -9.30641  12.44819  -17.04544  -0.37
H  -10.21149  15.07849  -18.09342  0.54
H  -8.92276  14.09185  -18.81580  0.29
H  -8.52047  15.53796  -17.85258  0.28
H  -8.25012  13.93128  -16.15657  -0.16
H  -11.12476  14.69445  -16.00528  0.31
H  -9.98799  14.42143  -14.71289  0.07

For the HOMO energy, the calculation gives -10.68 eV. The SMILES is C[C@H]1COC(=O)O1.C[C@H]1COC(=O)O1.C[C@H]1COC(=O)O1.C[C@H]1COC(=O)O1.C[C@H]1COC(=O)O1.C[C@H]1COC(=O)O1.C[C@H]1COC(=O)O1. As for the lowest unoccupied orbital energy: 0.04 eV. Its HOMO-LUMO gap is 10.72 eV.



Bottom line: entry 2, by a margin of 95.6 kJ/mol.